ORCA calculation (ωB97M-V/def2-TZVPD) on a gas-phase ion, C2H9N3 (charge +2) in a non-equilibrium geometry.

CARTESIAN COORDINATES (ANGSTROEM)
H 0.8582 0.7628 2.0527
N 1.3925 0.4934 1.1529
H -1.3488 1.4610 -0.3220
C -0.8160 -0.5604 0.1532
H 1.0147 -0.9795 -1.8008
H -2.6123 0.6071 0.3620
H 2.4390 -0.2107 -1.1134
H -1.0427 -1.0039 1.0503
N -1.7823 0.4864 -0.2006
N 1.4313 -0.4334 -0.9933
H -0.6559 -1.2979 -0.5791
H -2.1879 0.2837 -1.2131
H 2.3716 0.5293 1.2817
C 0.9385 -0.1378 0.1694

The calculation puts the relative energy (zero: lowest compared OMol25 entry of this formula, charge and spin) at 95.3 kJ/mol. For the LUMO energy, the calculation gives -8.1850 eV. Its multiplicity is 1. As for the charge: +2. Its SMILES is NC(=[NH2+])C[NH3+].


ORCA calculation (ωB97M-V/def2-TZVPD) on 2 unconnected molecules or ions with the total composition C2H9N3O2 in a non-equilibrium geometry.

CARTESIAN COORDINATES (ANGSTROEM)
H 0.8472 -0.2635 -0.9408
H -0.8926 -1.6150 0.9198
O -0.5858 0.9119 1.2959
N -0.7938 -0.3151 -0.7395
H 1.9757 1.3171 -0.6512
C -1.3256 -1.4915 -0.0729
N 2.1457 0.0110 0.8981
H -1.2350 -0.0650 -1.6166
C -0.4283 0.8668 0.0791
H 1.5170 0.3522 1.6360
H -2.4109 -1.4205 0.0201
N 1.5974 0.4164 -0.3609
H 2.1105 -1.0049 0.9667
H -0.7906 2.6972 -0.0683
O -0.6842 1.9744 -0.7094
H -1.0467 -2.3715 -0.6561

The calculation puts the relative energy (zero: lowest compared OMol25 entry of this formula, charge and spin) at 274.3 kJ/mol. For the LUMO energy, the calculation gives 0.7836 eV. Its multiplicity is 1. Its SMILES is CNC(=O)O.NN.


ORCA calculation (ωB97M-V/def2-TZVPD) on 2 unconnected molecules or ions with the total composition C2H9N3O2 in a non-equilibrium geometry.

CARTESIAN COORDINATES (ANGSTROEM)
N -1.1583 1.1088 0.1738
C 1.2406 0.7989 -0.0302
H 0.4110 -0.5911 1.3184
H -1.3205 -1.1884 -0.4132
H 1.4125 1.5476 0.7690
C -1.4454 -0.2007 -0.8429
H 2.0934 -2.1498 0.3737
N 0.9762 -0.5044 0.4809
O 1.8920 0.8699 -1.0827
O -1.1262 1.0112 1.5933
H -2.4738 0.0018 -1.1280
H 1.8442 -1.3454 -1.0411
H -1.6419 0.2362 1.8512
N 1.3871 -1.6682 -0.1846
H -1.2789 2.0712 -0.1321
H -0.8120 0.0024 -1.7056

The calculation puts the relative energy (zero: lowest compared OMol25 entry of this formula, charge and spin) at 541.0 kJ/mol. For the LUMO energy, the calculation gives 0.7116 eV. Its multiplicity is 1. Its SMILES is NNC=O.CNO.


ORCA calculation (ωB97M-V/def2-TZVPD) on 2 unconnected molecules or ions with the total composition C2H9N3P in a non-equilibrium geometry.

CARTESIAN COORDINATES (ANGSTROEM)
H -2.2993 -1.0949 -1.1869
N -1.4208 1.3336 0.7915
C -1.4170 0.1848 0.1147
H -0.5661 1.8569 0.9514
H 1.2924 -0.5658 1.6544
H -3.3841 -0.1028 -0.4213
H 1.8797 -1.6567 0.3917
N -2.4120 -0.2451 -0.6637
C 1.1899 -0.8010 0.5275
P 1.7757 0.7738 -0.3833
H 2.5284 1.2259 0.6836
H 2.9361 0.3138 -1.0301
N 0.0197 -1.2923 -0.0035
H -2.1862 1.9636 0.9545
H 0.1867 -1.4289 -0.9862

The calculation puts the relative energy (zero: lowest compared OMol25 entry of this formula, charge and spin) at 295.1 kJ/mol. For the LUMO energy, the calculation gives -4.8773 eV. Its multiplicity is 1. As for the charge: +1.


ORCA calculation (ωB97M-V/def2-TZVPD) on a single C2H9N3S molecule in a non-equilibrium geometry.

CARTESIAN COORDINATES (ANGSTROEM)
C 0.7667 -1.2106 0.6939
H -1.9361 -1.6703 -0.9556
C 1.2327 0.9237 -0.4761
H -1.0102 1.4374 1.4954
H 2.0974 0.4740 -1.1372
H 0.6267 -0.8441 1.7777
H 1.4563 1.5548 0.4776
H 1.8849 -1.4648 0.2781
H -1.0952 0.8057 -1.5800
S -1.2807 0.2814 -0.2547
N 0.3304 -0.2001 -0.2498
N -2.1529 -0.9083 -0.3917
N -1.6997 1.3234 0.7967
H 0.7360 1.5284 -1.1026
H 0.0438 -2.0308 0.6283

The calculation puts the relative energy (zero: lowest compared OMol25 entry of this formula, charge and spin) at 145.5 kJ/mol. For the LUMO energy, the calculation gives 0.6442 eV. Its multiplicity is 1. Its SMILES is CN(C)[SH](=N)=N.


ORCA calculation (ωB97M-V/def2-TZVPD) on a gas-phase ion, C2H9N4 (charge +1) in a non-equilibrium geometry.

CARTESIAN COORDINATES (ANGSTROEM)
N 0.2713 1.5353 1.7961
H 2.3126 -1.4928 0.7774
H 0.8267 1.9155 2.5694
N -0.4679 0.1771 -0.3992
H 1.4916 -1.7152 -0.8871
H -1.5470 0.0076 -2.0536
H 0.4790 2.0704 0.9496
H -1.2319 0.3626 0.2156
H -0.7448 1.4440 2.0336
N 1.0305 0.3500 1.4576
H -1.5736 -1.4186 -1.0149
C -1.0196 -0.6480 -1.4896
C 0.6186 -0.3869 0.4297
N 1.4950 -1.3474 0.0921
H -0.2299 -0.9424 -2.2367

The calculation puts the relative energy (zero: lowest compared OMol25 entry of this formula, charge and spin) at 268.4 kJ/mol. For the LUMO energy, the calculation gives -3.5449 eV. Its multiplicity is 1. As for the charge: +1. Its SMILES is CN/C(N)=N\[NH3+].


no.,E_HOMO (Eh),energy (eV)
1,-0.7587,-6671.4485
2,-0.3106,-10783.1996
3,-0.2951,-10780.4352
4,-0.5013,-15968.8961
5,-0.3449,-17520.7580
6,-0.5081,-8172.0448